29
Properties=species:S:1:pos:R:3 method="wB97M-V/def2-TZVPD" e_lumo_ev=0.8 gap_ev=10.2 e_tot_ha=-3040.44861 smiles=CC1(C)O[C@]2(C)CC[C@@]1(Br)CC2 charge=0
C 0.79351 -1.14625 -1.21689
C 0.88312 -1.04256 1.20534
C -0.71189 -1.41786 -1.14081
C -0.68130 -0.90773 1.37432
C 1.27196 -0.27753 -0.02605
C -1.24569 -0.43684 0.00595
C 0.59213 1.14204 0.02440
C -2.81197 -0.49462 0.00668
C 1.04486 1.88462 -1.28882
C 0.79540 2.03420 1.19830
O -0.84570 0.88685 -0.21540
Br 3.23213 -0.18714 -0.06913
H 1.39241 -2.04093 -1.16967
H 1.11365 -0.74127 -2.29372
H 1.57787 -0.51486 2.02410
H 1.16308 -2.13126 0.97130
H -1.20124 -1.34727 -2.11405
H -0.80543 -2.40440 -0.69441
H -0.99125 -1.88475 1.55838
H -1.00968 -0.30675 2.26360
H -3.17402 0.29277 -0.58211
H -3.17679 -0.49498 0.99426
H -3.12911 -1.38933 -0.46544
H 1.37108 2.94644 -1.10985
H 0.23901 2.05530 -1.97500
H 1.87235 1.36213 -1.76783
H 0.11992 1.58605 1.95006
H 0.46601 3.02964 1.09179
H 1.85559 1.94628 1.46071